A cluster of 2 separate species, C2HN4 in total in a non-equilibrium geometry, computed with wB97M-V/def2-TZVPD.

Its spin multiplicity is 1. The net charge is +1. The calculation puts the energy above the lowest of the compared OMol25 structures with the same formula, charge and spin at 12.3 kcal per mole. As for the HOMO-LUMO gap: 11.136 eV. As for the HOMO energy: -18.80 eV. As for the calculated total energy: -8040.235 eV.

Each atom is followed by the atoms it is bonded to, with distances in Å.
Element x y z (Å)
1 N -1.654 -2.279 0.087  N2 1.089
2 N -0.732 -1.737 -0.123  N1 1.089
3 N 1.325 -0.048 0.319  C5 1.150, H7 1.033
4 N -1.359 2.246 -0.265  C6 1.167
5 C 0.719 0.902 0.093  N3 1.150, C6 1.338
6 C -0.378 1.621 -0.172  N4 1.167, C5 1.338
7 H 2.080 -0.705 0.062  N3 1.033